12 unconnected molecules or ions with the total composition C48H96O32 at a distorted geometry, computed with ωB97M-V with the def2-TZVPD basis set.

**Largest force on an atom**: 4.220 eV/A
**Calculated total energy**: -116847.7630 eV
**LUMO**: 0.00758 Ha
**Gap between HOMO and LUMO**: 9.756 eV
**SMILES**: CCOC(=O)OC.CCOC(=O)OC.CCOC(=O)OC.CCOC(=O)OC.CCOC(=O)OC.CCOC(=O)OC.CCOC(=O)OC.CCOC(=O)OC.CCOC(=O)OC.CCOC(=O)OC.C1CCOC1.C1CCOC1
**Total charge**: 0

Last column: Mulliken charge in e.
Element x y z (Å)
C1 -11.469 -19.903 -16.429  -1.1585
C2 -10.961 -20.499 -15.092  -0.2160
O1 -10.646 -21.896 -15.186  -0.2783
C3 -10.892 -22.686 -14.174  0.8130
O2 -11.464 -22.340 -13.123  -0.6109
O3 -10.472 -23.969 -14.506  -0.2971
C4 -10.647 -25.067 -13.613  -0.6391
H1 -10.981 -20.269 -17.332  0.3228
H2 -11.355 -18.819 -16.414  0.3443
H3 -12.487 -20.255 -16.597  0.3127
H4 -11.722 -20.240 -14.355  0.3050
H5 -10.088 -19.958 -14.726  0.2943
H6 -10.914 -25.955 -14.186  0.2322
H7 -11.453 -24.894 -12.899  0.3319
H8 -9.716 -25.223 -13.068  0.2443
C5 -11.813 -18.514 -8.004  -1.1959
C6 -10.705 -17.624 -8.519  -0.1774
O4 -9.911 -17.235 -7.454  -0.2199
C7 -8.677 -16.650 -7.655  0.6854
O5 -8.189 -16.341 -8.742  -0.5649
O6 -7.971 -16.638 -6.490  -0.2985
C8 -6.623 -16.186 -6.475  -0.6063
H9 -11.479 -19.364 -7.409  0.3068
H10 -12.346 -19.028 -8.804  0.3801
H11 -12.451 -17.840 -7.432  0.2911
H12 -11.033 -16.798 -9.150  0.3263
H13 -10.122 -18.259 -9.187  0.2756
H14 -6.012 -16.963 -6.935  0.2755
H15 -6.354 -15.998 -5.435  0.2259
H16 -6.484 -15.228 -6.976  0.2963
C9 -21.007 -19.834 -16.810  -1.1923
C10 -20.743 -21.016 -15.843  -0.2024
O7 -20.388 -20.555 -14.518  -0.2715
C11 -19.839 -21.487 -13.697  0.7699
O8 -19.558 -22.639 -13.971  -0.5662
O9 -19.607 -20.910 -12.503  -0.3176
C12 -19.139 -21.729 -11.406  -0.6653
H17 -21.807 -19.166 -16.491  0.3175
H18 -21.346 -20.208 -17.776  0.3760
H19 -20.134 -19.220 -17.029  0.3053
H20 -20.006 -21.668 -16.313  0.3140
H21 -21.621 -21.652 -15.731  0.2911
H22 -19.943 -22.058 -10.747  0.2720
H23 -18.429 -21.199 -10.771  0.2457
H24 -18.667 -22.648 -11.756  0.3237
C13 -13.371 -13.237 -3.300  -1.1825
C14 -14.141 -12.143 -2.524  -0.2093
O10 -15.505 -11.912 -3.010  -0.2580
C15 -16.274 -11.133 -2.234  0.7386
O11 -16.001 -10.728 -1.087  -0.5930
O12 -17.349 -10.846 -2.918  -0.2802
C16 -18.393 -10.011 -2.317  -0.6914
H25 -13.832 -14.223 -3.250  0.2883
H26 -12.354 -13.272 -2.909  0.3551
H27 -13.350 -13.087 -4.380  0.3277
H28 -13.579 -11.216 -2.409  0.3321
H29 -14.265 -12.542 -1.518  0.2934
H30 -18.148 -8.963 -2.145  0.2956
H31 -18.608 -10.384 -1.316  0.3102
H32 -19.372 -10.040 -2.795  0.2729
C17 -20.892 -15.641 -0.712  -1.1468
C18 -21.217 -16.625 -1.877  -0.2163
O13 -20.073 -17.434 -2.156  -0.2944
C19 -20.061 -18.240 -3.246  0.7408
O14 -20.952 -18.325 -4.048  -0.5514
O15 -18.902 -18.899 -3.328  -0.3317
C20 -17.779 -18.695 -2.522  -0.5302
H33 -19.960 -15.175 -1.033  0.2890
H34 -20.736 -16.117 0.256  0.3071
H35 -21.683 -14.937 -0.453  0.3827
H36 -21.535 -16.012 -2.721  0.3049
H37 -22.082 -17.208 -1.559  0.2899
H38 -16.894 -19.240 -2.852  0.2367
H39 -18.036 -19.074 -1.533  0.2561
H40 -17.555 -17.630 -2.473  0.2639
C21 -19.836 -13.120 -6.845  -1.1016
C22 -21.249 -12.742 -7.385  -0.2447
O16 -21.721 -11.582 -6.686  -0.1847
C23 -22.868 -10.916 -6.992  0.6407
O17 -23.856 -11.386 -7.614  -0.5771
O18 -22.848 -9.676 -6.391  -0.2911
C24 -24.032 -8.821 -6.407  -0.6012
H41 -20.092 -13.363 -5.814  0.2639
H42 -19.122 -12.304 -6.953  0.3008
H43 -19.463 -14.051 -7.271  0.3832
H44 -21.960 -13.556 -7.239  0.3052
H45 -21.129 -12.630 -8.462  0.3083
H46 -24.754 -9.319 -5.759  0.2899
H47 -24.413 -8.732 -7.424  0.2774
H48 -23.889 -7.839 -5.955  0.2315
C25 -3.399 -8.077 -8.688  -1.0841
C26 -4.826 -8.667 -8.646  -0.1880
O19 -4.753 -9.968 -9.165  -0.3304
C27 -4.890 -10.130 -10.518  0.7517
O20 -5.067 -9.263 -11.325  -0.5414
O21 -4.797 -11.413 -10.746  -0.3062
C28 -5.078 -11.854 -12.035  -0.6769
H49 -2.686 -8.756 -8.221  0.2894
H50 -3.258 -7.154 -8.124  0.3781
H51 -3.134 -7.836 -9.718  0.2908
H52 -5.611 -8.115 -9.162  0.3109
H53 -5.118 -8.713 -7.597  0.2571
H54 -6.134 -11.807 -12.301  0.2909
H55 -4.721 -12.879 -12.133  0.2434
H56 -4.485 -11.321 -12.778  0.3146
C29 -3.908 -26.116 -14.471  -1.0887
C30 -3.586 -24.822 -15.222  -0.2720
O22 -4.263 -23.701 -14.640  -0.2729
C31 -4.728 -22.663 -15.414  0.7145
O23 -4.536 -22.535 -16.636  -0.5604
O24 -5.235 -21.666 -14.575  -0.3255
C32 -5.460 -21.791 -13.209  -0.5332
H57 -3.639 -26.117 -13.414  0.2948
H58 -3.414 -26.936 -14.990  0.3746
H59 -4.978 -26.314 -14.533  0.3004
H60 -3.817 -24.909 -16.284  0.3431
H61 -2.516 -24.634 -15.144  0.2556
H62 -5.769 -20.901 -12.661  0.2545
H63 -4.584 -22.193 -12.699  0.2662
H64 -6.260 -22.520 -13.079  0.2486
C33 -16.638 -14.664 -12.951  -1.1966
C34 -15.247 -14.240 -12.445  -0.1492
O25 -14.796 -13.244 -13.335  -0.2638
C35 -13.524 -13.273 -13.782  0.7275
O26 -12.697 -14.120 -13.577  -0.5579
O27 -13.374 -12.161 -14.567  -0.3092
C36 -12.069 -11.882 -15.085  -0.6286
H65 -16.612 -15.086 -13.956  0.3293
H66 -17.350 -13.851 -13.095  0.3062
H67 -17.062 -15.294 -12.169  0.3655
H68 -14.676 -15.164 -12.357  0.2893
H69 -15.423 -13.855 -11.440  0.2673
H70 -11.933 -12.641 -15.856  0.2856
H71 -11.216 -11.973 -14.413  0.2947
H72 -11.998 -10.891 -15.534  0.2398
C37 -0.656 -16.343 -0.301  -1.1207
C38 -1.983 -16.768 0.369  -0.2545
O28 -1.922 -18.186 0.369  -0.2444
C39 -3.062 -18.883 0.390  0.7536
O29 -4.212 -18.486 0.476  -0.5729
O30 -2.732 -20.168 0.381  -0.3243
C40 -3.678 -21.176 0.737  -0.6304
H73 -0.502 -16.911 -1.218  0.2896
H74 0.166 -16.618 0.359  0.2960
H75 -0.612 -15.259 -0.402  0.3750
H76 -2.782 -16.483 -0.315  0.2943
H77 -2.232 -16.384 1.359  0.3274
H78 -3.911 -21.078 1.797  0.2994
H79 -3.216 -22.158 0.634  0.2210
H80 -4.576 -21.080 0.125  0.2909
C41 -15.178 -25.119 -6.117  -0.4324
C42 -16.173 -26.265 -6.057  -0.6238
C43 -15.229 -27.434 -6.157  -0.3765
O31 -14.265 -26.885 -7.060  -0.4128
C44 -14.417 -25.502 -7.345  -0.3596
H81 -14.557 -25.118 -5.222  0.2429
H82 -15.690 -24.164 -6.234  0.3162
H83 -16.904 -26.358 -6.860  0.2664
H84 -16.686 -26.398 -5.104  0.3183
H85 -15.698 -28.281 -6.658  0.2672
H86 -14.951 -27.701 -5.138  0.2885
H87 -14.935 -25.310 -8.284  0.2410
H88 -13.457 -25.019 -7.528  0.2647
C45 -1.948 -8.091 0.403  -0.5310
C46 -2.256 -8.717 -0.960  -0.4441
C47 -3.034 -9.985 -0.582  -0.4077
O32 -2.502 -10.349 0.647  -0.3999
C48 -2.077 -9.231 1.409  -0.3805
H89 -2.669 -7.355 0.759  0.2578
H90 -0.952 -7.653 0.465  0.2966
H91 -1.283 -8.995 -1.366  0.2415
H92 -2.804 -8.034 -1.609  0.3071
H93 -2.959 -10.815 -1.284  0.2783
H94 -4.083 -9.787 -0.360  0.2598
H95 -1.060 -9.369 1.778  0.2336
H96 -2.665 -8.946 2.281  0.2883